[1]
{
  "formula": "C4H8FN",
  "method": "ωB97M-V/def2-TZVPD",
  "elements": ["F", "N", "C", "C", "C", "C", "H", "H", "H", "H", "H", "H", "H", "H"],
  "xyz": [[-1.181, 1.865, 1.403], [-0.490, -1.480, -1.742], [-0.630, 0.550, -0.317], [0.223, -0.298, -1.341], [-0.375, 0.910, 0.933], [0.706, 0.463, 1.803], [1.306, -0.464, -0.948], [0.317, 0.356, -2.258], [-0.035, -2.321, -1.764], [-1.508, 1.071, -0.813], [1.483, -0.127, 1.346], [0.316, -0.183, 2.666], [-1.297, -1.614, -1.207], [1.165, 1.272, 2.239]],
  "forces_ev_per_a": [[-0.349, 0.421, 1.232], [-0.777, 1.654, -0.664], [0.023, 0.037, -2.249], [0.858, 1.669, 0.976], [0.103, -0.744, -2.259], [-1.091, -2.482, 1.534], [-1.845, 0.035, -0.532], [0.177, -0.415, 1.028], [1.837, -2.150, -0.112], [1.059, -0.712, 0.731], [-0.068, -0.167, -0.627], [0.307, 0.884, -1.074], [-1.347, -0.087, 0.863], [1.112, 2.058, 1.153]],
  "orbital_gap_ev": 10.2,
  "e_tot_ev": -8483.945,
  "max_force_ev_per_a": 3.1,
  "de_lowest_ev": 1.0926,
  "smiles": "C/C(F)=C\\CN",
  "homo_energy_ev": -9.1
}

[2]
{
  "formula": "C33H69B3F2O2PV",
  "method": "ωB97M-V/def2-TZVPD",
  "elements": ["V", "P", "F", "F", "O", "O", "C", "C", "C", "C", "C", "C", "C", "C", "C", "C", "C", "C", "C", "C", "C", "C", "C", "C", "C", "C", "C", "C", "C", "C", "C", "C", "C", "C", "C", "C", "C", "C", "C", "B", "B", "B", "H", "H", "H", "H", "H", "H", "H", "H", "H", "H", "H", "H", "H", "H", "H", "H", "H", "H", "H", "H", "H", "H", "H", "H", "H", "H", "H", "H", "H", "H", "H", "H", "H", "H", "H", "H", "H", "H", "H", "H", "H", "H", "H", "H", "H", "H", "H", "H", "H", "H", "H", "H", "H", "H", "H", "H", "H", "H", "H", "H", "H", "H", "H", "H", "H", "H", "H", "H", "H"],
  "xyz": [[-2.751, 0.225, 2.379], [2.516, 0.881, 0.854], [-5.258, 0.760, -3.849], [-0.454, -4.528, -5.223], [-4.142, -1.342, 3.060], [-3.842, -4.868, -2.506], [-3.475, 3.856, -3.608], [2.385, -3.313, 0.217], [-3.637, 1.402, -2.228], [1.978, 1.404, -1.944], [-2.757, 3.662, -2.438], [6.497, 0.457, 2.110], [-4.292, 2.865, -4.066], [2.588, -1.816, -0.152], [-1.869, -2.786, -5.964], [-3.257, -4.287, -1.612], [-4.375, 1.678, -3.362], [4.300, 1.200, 0.957], [-2.276, -1.466, -5.788], [1.896, 5.037, 4.365], [2.403, 3.037, 2.776], [6.970, -0.281, 3.375], [-2.849, -3.379, 3.210], [-0.859, -3.238, -5.094], [2.199, -0.931, 1.069], [2.085, 2.368, -4.382], [1.658, 1.771, -0.517], [-1.908, -0.708, -4.672], [1.937, 1.547, 2.440], [1.503, 2.445, -2.974], [-0.928, -1.185, -3.837], [-2.569, -5.078, -0.477], [1.497, 3.689, 3.812], [-4.066, -2.694, 2.704], [0.958, -3.793, 0.353], [5.032, 0.258, 1.965], [-3.098, -2.757, -1.518], [-0.364, -2.477, -4.048], [-2.885, 2.488, -1.717], [-1.364, 0.000, 0.607], [-1.205, 0.769, 4.084], [-4.193, 1.938, 2.112], [2.850, -3.825, -0.628], [-0.729, -0.546, -2.987], [-0.615, -0.101, -0.215], [3.138, 2.088, -4.314], [-4.134, -2.813, 1.616], [-1.946, -4.398, 0.104], [0.377, -3.927, -0.560], [-2.350, 0.216, 0.173], [-2.912, -4.406, 2.835], [1.510, 1.698, -5.021], [-3.334, -5.443, 0.210], [1.813, 3.414, -2.574], [-2.160, 0.321, -4.455], [0.386, -3.112, 0.987], [-4.915, -3.178, 3.202], [6.838, -1.362, 3.324], [4.433, 2.266, 1.155], [3.526, -1.637, -0.677], [-3.204, 4.698, -4.229], [-1.035, 0.797, 1.281], [1.773, -1.735, -0.876], [-3.138, -2.314, -2.513], [1.678, 0.414, -2.295], [2.176, 2.731, -0.439], [1.756, 5.862, 3.664], [-4.878, 1.150, 1.719], [0.337, -2.933, -3.364], [0.412, 2.423, -2.962], [-2.151, -3.458, -6.761], [-3.069, -1.201, -6.476], [0.586, 1.811, -0.325], [-3.518, 0.408, -1.823], [6.863, 1.483, 2.178], [-0.595, 1.036, 4.977], [-2.317, 2.159, -0.858], [0.501, 3.878, 3.407], [1.351, 5.358, 5.251], [-1.943, 4.352, -2.262], [0.880, -4.740, 0.888], [2.976, 5.003, 4.529], [4.638, 1.253, -0.082], [2.430, 3.656, 1.877], [4.589, 0.340, 2.958], [1.125, -1.014, 1.247], [2.926, -3.529, 1.140], [-0.744, 0.037, 3.407], [6.437, 0.078, 4.256], [8.028, -0.053, 3.506], [2.178, 3.323, -4.899], [-1.581, 1.612, 3.491], [2.337, 0.816, 3.144], [-4.761, 2.894, 2.088], [2.752, -1.175, 1.976], [-2.032, -5.944, -0.860], [3.417, 2.939, 3.167], [-2.631, -3.294, 4.274], [-3.703, -2.281, -0.749], [-4.862, 3.026, -4.970], [-3.259, 1.965, 1.534], [1.346, 2.966, 4.615], [-3.887, 1.596, 3.111], [-2.091, 0.273, 4.508], [3.064, 1.277, -2.003], [0.869, 1.323, 2.470], [4.909, -0.772, 1.625], [-2.044, -2.575, -1.294], [-1.938, -3.054, 2.697], [-1.446, -0.943, 1.165], [6.985, 0.013, 1.240]],
  "forces_ev_per_a": [[-1.667, -1.883, 1.606], [-1.147, -0.412, 1.352], [0.459, -0.085, 0.054], [0.184, 0.336, -0.012], [1.156, 0.393, -0.868], [0.371, 0.579, 0.447], [1.170, 0.060, 0.141], [1.027, 0.174, -0.634], [0.168, 1.401, -0.423], [0.996, -1.198, -1.454], [0.547, 0.015, 0.010], [1.200, -0.532, 0.353], [-0.770, -0.026, -0.343], [-2.138, -0.795, 0.754], [1.949, 0.384, 1.054], [0.049, -0.172, 0.289], [-0.660, -0.424, -0.044], [0.106, 0.252, -0.903], [-1.349, -0.916, -0.204], [1.263, 0.391, -0.421], [-0.659, -1.130, -0.083], [0.415, 0.406, -0.288], [1.501, -0.933, -0.962], [-0.798, 0.133, 0.122], [0.709, 0.867, -1.518], [0.358, -0.251, 0.088], [0.888, -0.158, 0.141], [0.942, 0.132, -0.806], [0.152, 0.681, -0.405], [0.175, 0.655, 0.783], [0.315, -1.354, 0.009], [-0.561, 0.633, -0.190], [-1.316, -0.137, 0.173], [-0.633, 2.339, 1.175], [-0.827, 0.246, 0.807], [-1.077, 0.581, -1.021], [1.027, -0.850, -0.899], [-0.746, 0.657, 0.124], [0.041, -1.935, -0.566], [0.802, -0.047, -1.445], [0.677, 0.134, 0.773], [-1.272, 0.608, -0.727], [0.225, -0.487, 0.296], [0.582, -0.335, 0.255], [2.006, -0.532, -2.184], [-0.044, -0.604, -0.096], [-0.115, -0.405, -0.328], [0.201, -0.234, -0.003], [0.339, 0.242, -0.270], [-2.936, 0.750, -1.540], [-0.022, -0.532, 0.665], [0.312, -0.183, -0.042], [-0.132, -0.016, -0.061], [-0.236, 0.188, 0.131], [-0.818, -0.053, -0.462], [-0.140, 0.146, -0.075], [-0.392, -0.427, -0.359], [-0.018, 0.005, -0.121], [-0.245, 0.012, 0.798], [0.190, 0.172, 0.446], [-0.417, 0.215, -0.001], [1.113, 2.758, 1.872], [0.187, 0.815, -0.354], [-0.959, 0.042, 0.034], [-0.651, -0.103, 0.474], [-0.595, 0.513, 0.466], [-0.097, -0.169, -0.342], [-1.540, -2.164, -1.279], [0.128, 0.111, 0.028], [-0.066, 0.158, -0.195], [-0.389, 0.242, -0.074], [0.039, 0.741, 0.078], [0.069, 0.084, 0.402], [-0.465, 0.056, 0.319], [-0.451, 0.209, -0.057], [1.790, 0.809, 1.978], [0.307, 0.772, 0.303], [-0.106, -0.701, -0.280], [0.117, -0.445, 0.172], [-0.222, 0.226, 0.657], [0.323, -0.133, -0.105], [0.060, 0.321, 0.600], [0.637, -1.028, -0.055], [0.105, -0.050, -0.157], [-0.369, 0.097, -0.113], [-0.061, 0.049, 0.120], [0.181, -0.206, -0.071], [2.029, -2.315, -1.943], [-0.012, 0.050, 0.007], [0.046, -0.260, 0.216], [-0.639, 0.219, 0.219], [-0.593, 3.118, -1.636], [0.133, 0.240, 0.319], [-1.088, 2.474, 0.258], [-0.056, -0.179, 0.018], [0.072, 0.127, -0.091], [0.137, 0.254, -0.018], [-0.458, -0.128, 0.061], [-0.123, -0.028, -0.076], [-0.121, -0.307, -0.032], [2.733, 0.826, -2.331], [-0.037, 0.060, 0.112], [0.697, -0.815, 3.621], [-2.936, -1.593, 1.197], [0.290, 0.428, -0.205], [-0.378, 0.544, 0.142], [-0.262, -0.058, 0.118], [0.010, 0.004, 0.641], [0.052, 0.592, -0.015], [-0.157, -3.118, 1.965], [0.206, 0.119, -0.055]],
  "orbital_gap_ev": [4.1, 5.4],
  "e_tot_ev": -81869.321,
  "max_force_ev_per_a": 3.8,
  "charge": -1,
  "spin_multiplicity": 4,
  "homo_energy_ev": [-2.6, -3.9]
}

[3]
{
  "formula": "C29H70BO18",
  "method": "ωB97M-V/def2-TZVPD",
  "elements": ["O", "O", "O", "O", "O", "O", "O", "O", "O", "O", "O", "O", "O", "O", "O", "O", "O", "O", "C", "C", "C", "C", "C", "C", "C", "C", "C", "C", "C", "C", "C", "C", "C", "C", "C", "C", "C", "C", "C", "C", "C", "C", "C", "C", "C", "C", "C", "B", "H", "H", "H", "H", "H", "H", "H", "H", "H", "H", "H", "H", "H", "H", "H", "H", "H", "H", "H", "H", "H", "H", "H", "H", "H", "H", "H", "H", "H", "H", "H", "H", "H", "H", "H", "H", "H", "H", "H", "H", "H", "H", "H", "H", "H", "H", "H", "H", "H", "H", "H", "H", "H", "H", "H", "H", "H", "H", "H", "H", "H", "H", "H", "H", "H", "H", "H", "H", "H", "H"],
  "xyz": [[-0.664, 4.443, 2.700], [0.033, 2.891, -2.355], [-0.523, -4.467, -1.824], [1.307, 0.358, -0.376], [-1.137, 2.351, 6.009], [-0.529, -1.256, -0.689], [2.738, 0.148, 2.247], [-5.427, -2.202, -1.910], [-1.464, -3.018, 0.293], [-1.883, -1.051, 2.439], [-3.465, 2.552, 4.373], [-0.655, 0.257, 1.059], [0.965, 4.258, -4.961], [2.623, 1.972, -1.269], [3.955, -3.077, 2.079], [1.663, -3.599, -3.710], [-0.713, 1.134, -1.258], [-3.342, 3.249, -1.796], [0.250, -6.436, -2.949], [0.226, 1.158, 4.476], [1.917, 5.285, -4.722], [1.569, 1.461, -1.060], [-3.434, 3.475, -3.197], [-1.143, -1.853, 0.276], [2.790, 4.903, -3.521], [-0.162, -6.427, -0.471], [-3.934, 1.656, 3.383], [0.121, 0.545, 6.927], [-3.889, 2.422, 2.041], [4.891, 1.072, 1.590], [3.812, 0.971, 2.668], [0.090, 1.653, 5.885], [0.231, -2.928, -5.530], [-5.289, 1.082, 3.726], [0.762, -1.452, -3.541], [2.757, -5.196, 2.067], [3.379, -4.060, 1.230], [2.390, -3.485, 0.225], [-4.099, -1.770, -1.667], [0.234, 1.990, -1.589], [-0.156, 3.570, 1.728], [-1.346, -0.837, 1.410], [1.198, 6.627, -4.473], [1.291, -2.492, -4.542], [-3.802, 2.077, -3.794], [4.385, 0.508, 3.983], [-0.614, -5.889, -1.821], [-0.154, 0.123, -0.316], [3.624, 5.609, -3.520], [-3.256, 0.804, 3.257], [-4.743, 1.774, -3.335], [-1.335, 2.706, 6.876], [3.362, 1.950, 2.896], [1.982, -5.693, 1.479], [-3.431, -2.510, -2.105], [-2.496, 3.758, -3.685], [4.646, 1.257, 4.739], [-0.314, 0.899, 7.873], [5.227, -0.188, 4.025], [5.513, 0.177, 1.585], [3.488, -5.975, 2.282], [-2.877, 2.807, 1.943], [-0.599, -3.409, -5.006], [0.995, 2.239, 6.090], [-2.534, 2.731, -1.698], [-0.121, -2.040, -6.060], [3.424, -2.272, 1.992], [-0.574, -0.275, 6.716], [-0.672, 2.609, 1.661], [-0.511, -7.457, -0.370], [3.145, 3.878, -3.639], [-2.770, 2.109, 4.881], [-0.519, 0.468, 4.073], [-3.931, -0.805, -2.165], [-3.877, 2.115, -4.884], [-4.188, 1.846, 1.163], [-1.219, 5.095, 2.270], [-0.187, -1.827, -3.158], [1.284, -6.168, -2.718], [4.174, -4.417, 0.565], [0.925, -6.490, -0.369], [-6.018, 1.898, 3.685], [1.104, 0.152, 7.183], [1.444, -1.381, -2.696], [1.008, 6.979, -3.457], [-4.546, 3.297, 2.057], [1.755, -4.175, -0.326], [2.542, 5.412, -5.607], [-0.179, 4.010, 0.721], [0.907, 3.319, 1.827], [4.458, 1.197, 0.594], [-6.033, -1.515, -1.620], [2.878, -2.727, -0.398], [-0.891, -4.132, -0.991], [5.523, 1.959, 1.689], [0.632, -0.478, -4.024], [0.196, 2.050, 3.840], [0.839, -3.843, -3.259], [0.203, -7.523, -3.031], [-3.888, -1.636, -0.600], [1.179, 0.666, 4.272], [0.804, 3.807, -4.123], [2.356, 0.560, 1.458], [-1.636, -6.254, -1.982], [-3.049, 1.344, -3.510], [1.767, 7.435, -4.947], [2.188, -2.105, -5.029], [-4.175, 4.246, -3.396], [2.214, 4.911, -2.596], [-0.505, -5.764, 0.324], [0.228, 6.605, -4.973], [3.609, -0.009, 4.567], [-5.520, 0.299, 3.001], [1.642, -2.788, 0.648], [0.616, -3.695, -6.204], [-5.335, 0.674, 4.736], [2.318, -4.762, 2.962], [-0.020, -6.037, -3.926]],
  "forces_ev_per_a": [[0.360, -0.017, 0.384], [0.473, 0.616, 0.173], [-0.005, -0.591, -0.625], [0.159, -0.057, 0.214], [-0.269, 0.331, -0.898], [0.750, 0.615, -1.102], [0.094, -0.608, 0.085], [-0.234, -0.248, 0.058], [-0.119, 0.293, 0.303], [-0.673, 0.068, 0.882], [-0.062, -0.256, 0.294], [-0.490, 0.022, 0.024], [0.108, -0.021, -0.330], [0.540, -0.044, 0.140], [-0.205, 0.260, -0.198], [0.263, -0.259, -0.694], [-0.024, -0.429, 1.000], [0.486, 0.733, -0.112], [0.245, 0.133, 0.163], [0.142, 0.496, -1.170], [-0.543, 0.166, 1.483], [-0.367, 0.279, 0.008], [0.003, -2.003, -0.562], [-0.520, -0.757, 0.346], [-0.003, -0.002, -0.849], [0.350, -0.319, -0.085], [0.407, -0.148, -0.947], [-0.863, -0.494, 0.978], [-0.359, 0.126, 0.531], [-0.165, 0.379, -0.435], [0.472, 1.082, 0.001], [0.393, -1.267, 1.037], [0.168, 0.089, -0.067], [-0.240, 0.538, -0.129], [-0.074, 0.028, -0.837], [0.266, 0.085, -0.863], [-0.522, -0.425, -0.631], [-0.800, 2.041, 0.462], [0.007, 0.594, -0.245], [-0.884, -0.567, -1.305], [0.403, -0.409, -1.569], [1.252, 0.095, -0.549], [-0.015, 0.604, -0.851], [-0.278, -0.054, 1.593], [-0.294, 1.165, 0.023], [-0.514, -1.112, 2.121], [0.345, -0.332, 0.024], [-0.265, -0.088, 0.040], [0.092, -0.154, 0.518], [0.196, 0.152, 0.252], [-0.113, -0.135, -0.234], [0.473, -0.146, 0.248], [0.275, 0.130, -0.339], [-0.100, 0.090, 0.124], [0.015, 0.012, 0.180], [0.154, 0.361, 0.477], [0.133, 0.660, -0.749], [0.357, 0.388, 0.018], [-0.020, -0.009, -0.821], [-0.011, -0.009, 0.009], [0.079, 0.185, 0.447], [0.064, -0.111, -0.273], [-0.088, 0.287, 0.138], [-0.398, 0.699, -0.034], [-0.012, -0.015, 0.340], [-0.172, -0.263, -0.263], [0.122, 0.056, 0.163], [0.307, -0.089, -0.543], [-0.251, 0.140, 0.292], [-0.235, 0.131, 0.359], [0.269, 0.096, -0.071], [0.063, 0.365, -0.005], [-0.370, 0.069, 0.561], [0.192, -0.123, 0.041], [-0.113, -0.134, 0.040], [0.207, -0.228, 0.096], [-0.113, -0.044, -0.023], [-0.086, 0.238, 0.029], [0.059, 0.036, -0.281], [0.232, -0.420, 0.475], [0.024, 0.238, -0.274], [-0.198, -0.219, -0.118], [0.066, -0.017, -0.363], [0.118, 0.120, -0.076], [0.212, -0.642, 0.255], [-0.063, -0.036, 0.218], [0.596, -0.271, -0.293], [-0.128, -0.299, -0.133], [-0.284, 0.091, 0.054], [-0.026, 0.297, 0.762], [-0.205, -0.193, 0.054], [0.049, 0.011, 0.025], [0.297, -0.695, -0.573], [-0.070, 0.362, -0.051], [0.084, -0.129, 0.441], [-0.150, 0.049, 0.192], [0.010, -0.201, -0.075], [0.180, -0.125, 0.346], [-0.155, -0.038, 0.226], [-0.002, -0.227, -0.054], [0.122, 0.116, 0.323], [-0.141, -0.048, 0.067], [0.016, -0.323, 0.041], [-0.229, 0.451, -0.016], [0.161, 0.094, -0.042], [-0.006, 0.006, 0.030], [0.048, -0.266, -0.070], [-0.151, -0.115, 0.113], [0.042, 0.294, 0.051], [-0.293, -0.340, 0.155], [0.057, -0.056, -0.070], [-0.146, -0.150, -0.431], [-0.286, 0.056, 0.063], [-0.003, -0.476, 0.789], [0.114, 0.246, -0.226], [0.232, -0.115, -0.026], [0.023, -0.171, 0.131], [-0.018, 0.173, 0.068]],
  "orbital_gap_ev": 9.9,
  "e_tot_ev": -68746.478,
  "max_force_ev_per_a": 2.4,
  "de_lowest_ev": 0.2066,
  "charge": -1,
  "homo_energy_ev": -7.5
}

[4]
{
  "formula": "C5H2O3",
  "method": "ωB97M-V/def2-TZVPD",
  "elements": ["O", "O", "O", "C", "C", "C", "C", "C", "H", "H"],
  "xyz": [[-1.199, -0.187, -1.373], [1.413, 0.881, -2.444], [1.360, -0.606, 0.771], [1.737, 0.226, -1.448], [-0.690, -0.121, -0.238], [-2.164, 0.044, 2.078], [0.832, -0.201, -0.201], [-1.384, -0.156, 1.105], [2.739, -0.243, -1.230], [-2.644, 0.364, 2.981]],
  "forces_ev_per_a": [[0.576, 0.279, 3.456], [1.042, -1.899, 3.278], [1.264, -0.724, 1.261], [-1.071, 0.589, -1.715], [-1.308, -0.724, -2.244], [3.800, -0.483, -4.108], [-0.727, 1.488, -1.500], [-3.193, 1.190, 2.264], [-0.310, 0.634, -0.545], [-0.073, -0.350, -0.148]],
  "orbital_gap_ev": 8.6,
  "e_tot_ev": -11355.433,
  "max_force_ev_per_a": 5.6,
  "de_lowest_ev": 2.1157,
  "smiles": "C#CC(=O)C(=O)C=O",
  "homo_energy_ev": -10.1
}